#1
A single C4H4N2O3 molecule. Source: OMol25; level of theory: ωB97M-V/def2-TZVPD.

## Properties
**Net charge**: 0
**HOMO energy**: -9.016 eV
**Orbital gap**: 8.230 eV
**E_LUMO**: -0.0289 hartree

Element x y z (Å)
1 O -1.21001 -1.36890 -0.05926
2 C -1.97997 0.98644 -0.01981
3 N -0.12766 -2.22661 -0.01987
4 H -2.90771 0.75888 -0.54898
5 C -1.05664 -0.12602 -0.04778
6 O 1.52928 1.88919 -0.10142
7 C 1.26981 -0.31821 0.03873
8 H 1.84862 -2.38119 0.05876
9 O 3.25020 0.56395 0.08080
10 H -2.21769 1.20310 1.02480
11 C 1.05935 -1.64176 0.02820
12 N 2.04522 0.78914 0.00344
13 H -1.50282 1.87200 -0.43759

***

#2
2 unconnected molecules or ions with the total composition C4H4N2O3. Source: OMol25; level of theory: ωB97M-V/def2-TZVPD.

## Properties
**Net charge**: 0
**HOMO energy**: -8.868 eV
**Orbital gap**: 5.665 eV
**E_LUMO**: -0.1177 hartree

Element x y z (Å)
1 O -1.65118 -2.28944 -1.96792
2 H -0.57805 2.79455 2.30180
3 N 0.22563 -0.74129 -1.13758
4 O 0.99590 2.00743 1.36253
5 C 0.34609 1.18594 0.48515
6 C -0.43690 1.43608 -0.67994
7 H -0.05928 -2.69571 -0.49459
8 H 1.57895 -0.95280 2.14313
9 O -0.70958 0.27674 -1.42319
10 N 1.06236 -1.27886 1.14911
11 H -0.74163 2.58495 -0.93705
12 C -0.71066 -1.97050 -1.15109
13 C 0.67835 -0.35707 0.34964

***

Order of stability, best first: #1, #2